Entry from the Open Molecules 2025 dataset: a structure of composition C28H55CrNO6SSbSi (ωB97M-V with the def2-TZVPD basis set).

Properties
Total charge: 0
Total energy, eV: -97381.4510
Energy above the lowest of the compared OMol25 structures with the same formula, charge and spin, kcal/mol: 21.1
Max |F|, eV/Å: 0.9
Spin multiplicity: 4
HOMO-LUMO gap (alpha / beta), eV: 7.20 / 8.34
Highest occupied orbital energy (alpha / beta), Ha: -0.2958 / -0.2959

Last column: Löwdin spin population.
Atoms and positions in Å:
Cr 0.51842 1.40704 0.34294  3.01
C 2.98479 3.29288 0.67089  0.00
N 1.77881 3.12241 -0.16402  -0.01
C 2.18607 3.16528 -1.58427  0.01
C 0.81782 4.21655 0.12583  0.01
C -0.45412 3.90265 -0.62175  0.00
C -1.27761 4.89855 -1.12985  0.00
C -2.42308 4.54632 -1.83298  0.01
C -2.72586 3.20340 -2.02601  0.00
C -1.88611 2.21696 -1.52641  0.00
C -0.73744 2.53860 -0.80457  -0.07
H 3.42450 4.28097 0.49859  0.00
H 3.71863 2.52916 0.42014  0.00
H 2.71891 3.20315 1.72205  0.00
H 2.75426 4.07969 -1.78123  0.00
H 1.31468 3.14195 -2.23077  0.00
H 2.81271 2.29998 -1.79737  0.00
H 1.23635 5.18954 -0.15345  0.00
H 0.64337 4.22572 1.20400  0.00
H -1.02489 5.94279 -0.97465  0.00
H -3.07310 5.31580 -2.23265  0.00
H -3.62706 2.92633 -2.56278  0.00
H -2.12736 1.17669 -1.70014  0.00
C 1.66668 -0.80777 3.52942  0.00
C 2.26522 0.31189 2.68744  0.00
C 3.52349 0.86156 3.33447  0.00
O 1.29834 1.39934 2.52193  0.02
C 2.64267 -0.24069 1.29448  0.01
O 3.41400 -1.17481 1.22996  0.00
O 2.15238 0.39331 0.26110  0.02
H 1.57843 -0.49875 4.57526  0.00
H 2.31571 -1.67949 3.46479  0.00
H 0.67964 -1.08182 3.15065  0.00
H 3.29765 1.22312 4.33935  0.00
H 3.94947 1.67625 2.74768  0.00
H 4.26176 0.06267 3.39176  0.00
H 0.47318 1.11886 2.94511  0.00
C 7.73977 0.24919 -1.16634  0.00
Sb 5.70718 0.01154 -0.44397  0.00
C 4.84541 0.30720 -2.40138  0.00
C 5.75852 -2.12097 -0.65546  0.00
H 7.88166 -0.33456 -2.08023  0.00
H 8.43851 -0.10913 -0.40536  0.00
H 7.96629 1.29829 -1.37416  0.00
H 5.35283 -0.33403 -3.12602  0.00
H 4.94911 1.34912 -2.71512  0.00
H 3.78536 0.04234 -2.35955  0.00
H 6.41020 -2.39487 -1.48680  0.00
H 4.74174 -2.47198 -0.83517  0.00
H 6.12158 -2.58152 0.26572  0.00
C -0.37326 -3.65862 1.95198  0.00
C -1.88570 -3.47286 1.88295  0.00
C -2.58407 -4.81893 1.74988  0.00
C -2.41173 -2.73901 3.11235  0.00
O -2.18791 -2.75015 0.68037  0.00
Si -2.41019 -1.21570 0.20922  0.00
S -1.11786 0.12241 1.26464  -0.01
O -2.10540 -1.07997 -1.37673  0.00
C -1.52046 -1.84423 -2.44605  0.00
C -0.79159 -0.84131 -3.33066  0.00
C -0.53236 -2.88548 -1.92935  0.00
C -2.65412 -2.51622 -3.20625  0.00
O -3.95934 -0.88174 0.57046  0.00
C -4.91823 0.15516 0.32971  0.00
C -6.21179 -0.32339 0.97095  0.00
C -4.46185 1.45706 0.97496  0.00
C -5.11708 0.33353 -1.17287  0.00
H -0.07318 -4.03950 2.93187  0.00
H 0.12633 -2.70314 1.77412  0.00
H -0.03959 -4.36233 1.18551  0.00
H -2.33761 -5.45707 2.60269  0.00
H -2.26479 -5.31619 0.83132  0.00
H -3.66683 -4.67725 1.71056  0.00
H -2.22152 -3.32899 4.01143  0.00
H -3.48919 -2.57819 3.01343  0.00
H -1.93090 -1.76404 3.21908  0.00
H -0.04576 -0.30515 -2.73915  0.00
H -1.49458 -0.11445 -3.74507  0.00
H -0.28868 -1.35303 -4.15419  0.00
H 0.26723 -2.40459 -1.35573  0.00
H -0.08835 -3.41132 -2.77709  0.00
H -1.03266 -3.60811 -1.28565  0.00
H -3.34208 -1.76638 -3.60410  0.00
H -3.20744 -3.17863 -2.53544  0.00
H -2.25825 -3.10673 -4.03599  0.00
H -6.08524 -0.41854 2.05231  0.00
H -6.48841 -1.29896 0.56552  0.00
H -7.01858 0.38634 0.77070  0.00
H -4.28963 1.30459 2.04353  0.00
H -5.22750 2.22778 0.84558  0.00
H -3.53345 1.81137 0.52299  0.00
H -5.44561 -0.60784 -1.62234  0.00
H -4.18055 0.63089 -1.64919  0.00
H -5.86975 1.10220 -1.36341  0.00

=====

Entry from the Open Molecules 2025 dataset: an isolated molecule of C4H9N3O (ωB97M-V with the def2-TZVPD basis set).

Properties
Total charge: 0
Total energy, eV: -10811.8680
SMILES: C/C=C(/O)N=C(N)N
Energy above the lowest of the compared OMol25 structures with the same formula, charge and spin, kcal/mol: 13.7
Max |F|, eV/Å: 0.6
Spin multiplicity: 1
HOMO-LUMO gap, eV: 8.50
Highest occupied orbital energy, Ha: -0.2836

Last column: natural (NBO) charge in e.
Atoms and positions in Å:
C 0.62779 -1.52419 -1.23468  -0.63
C -0.66593 -0.80528 -1.45444  -0.37
C -1.29758 -0.04863 -0.55181  0.45
O -2.51349 0.50124 -0.86795  -0.68
N -0.91568 0.18843 0.75961  -0.63
C 0.21334 0.67901 1.09631  0.62
N 0.56599 0.67891 2.42361  -0.81
N 1.11570 1.27940 0.25009  -0.83
H 0.53786 -2.55707 -1.56958  0.22
H 0.89654 -1.52917 -0.17969  0.21
H 1.44465 -1.06967 -1.80276  0.20
H -1.15601 -0.95389 -2.40370  0.21
H -2.87086 0.88550 -0.05849  0.48
H -0.19016 0.44631 3.04716  0.40
H 1.16118 1.42955 2.73527  0.38
H 0.96737 1.09011 -0.72847  0.41
H 2.07931 1.30947 0.53951  0.39

=====

Entry from the Open Molecules 2025 dataset: an isolated molecule of H3N (ωB97M-V with the def2-TZVPD basis set).

Properties
Total charge: 0
Total energy, eV: -1538.2728
SMILES: N
Energy above the lowest of the compared OMol25 structures with the same formula, charge and spin, kcal/mol: 12.2
Max |F|, eV/Å: 3.4
Spin multiplicity: 1
HOMO-LUMO gap, eV: 10.97
Highest occupied orbital energy, Ha: -0.3578

Last column: natural (NBO) charge in e.
Atoms and positions in Å:
N 0.05918 -0.09079 -0.21367  -1.13
H -0.88612 -0.54878 0.08352  0.39
H 1.02565 -0.27845 0.11668  0.39
H -0.19871 0.91803 0.01347  0.36

=====

Entry from the Open Molecules 2025 dataset: an isolated molecule of C5H5NO (ωB97M-V with the def2-TZVPD basis set).

Properties
Total charge: 0
Total energy, eV: -8801.0768
SMILES: C#C[C@@H](O)CC#N
Energy above the lowest of the compared OMol25 structures with the same formula, charge and spin, kcal/mol: 54.0
Max |F|, eV/Å: 1.1
Spin multiplicity: 1
HOMO-LUMO gap, eV: 11.31
Highest occupied orbital energy, Ha: -0.3924

Last column: natural (NBO) charge in e.
Atoms and positions in Å:
C 2.34817 -0.19300 0.69414  -0.18
C 1.25677 0.00682 0.22126  -0.08
C -0.00295 0.50654 -0.36784  0.05
O 0.10284 0.68557 -1.76514  -0.70
C -1.23235 -0.39967 -0.19013  -0.51
C -1.57767 -0.58608 1.21921  0.28
N -1.83035 -0.70252 2.34154  -0.31
H 3.30888 -0.47758 1.07216  0.24
H -0.23266 1.47015 0.12304  0.20
H 1.00301 0.96403 -1.97186  0.49
H -2.06422 0.09626 -0.70320  0.26
H -1.07947 -1.37052 -0.67317  0.26

=====

What is the formula in the second record?
C4H9N3O